Here is the ion C3H11N5 with charge +2 in a non-equilibrium geometry from the OMol25 dataset. Energies are from ωB97M-V/def2-TZVPD.

```
19
Properties=species:S:1:pos:R:3:nbo_charge:R:1
C -2.197 -1.309 0.071 -0.45
N -0.799 -1.106 -0.019 -0.40
C -0.138 0.019 -0.119 0.57
C -0.922 1.270 -0.038 -0.72
N 1.287 0.155 -0.047 0.03
N 1.853 1.342 -0.252 -0.64
N 1.892 -0.952 0.135 0.11
N 3.126 -1.165 -0.023 -0.43
H -2.322 -2.369 0.253 0.28
H -2.592 -0.590 0.932 0.25
H -2.804 -0.765 -0.633 0.27
H -0.201 -2.010 -0.272 0.48
H -0.379 2.121 0.215 0.26
H -1.833 1.116 0.685 0.31
H -1.455 1.426 -0.936 0.30
H 1.209 2.041 -0.604 0.44
H 2.791 1.557 0.233 0.46
H 3.899 -0.485 -0.061 0.43
H 3.389 -2.154 0.103 0.46
```

Summary:
net charge: +2
spin multiplicity: 1
E_LUMO: -10.03 eV
SMILES: C/[NH+]=C(\C)N(N)N=[NH2+]
DFT total energy: -393.89223 a.u.
ΔE to the lowest compared entry with this formula, charge and spin: 260.1 kJ/mol
largest force on an atom: 5.84 eV/Å
HOMO energy: -18.54 eV